(1)
ORCA calculation (ωB97M-V/def2-TZVPD) on 8 unconnected molecules or ions with the total composition C72H84F2N13O8S3 at a distorted geometry.

Properties
electronic energy = -149623.4949 eV
⟨S²⟩ = 0.7685
HOMO energy (spin up / spin down) = -19.32 / -21.66 eV

The geometry in ORCA input format:
```
! wB97M-V def2-TZVPD RIJCOSX def2/J DEFGRID3
* xyz 8 2
S -0.345 0.023 0.786
O -1.482 -0.435 -0.046
O -0.521 1.457 1.040
O -0.347 -0.627 2.075
O 0.913 -0.212 0.047
C -0.933 0.888 10.080
N -1.572 0.869 8.746
C -2.573 1.716 8.485
C -3.199 1.723 7.230
C -2.742 0.846 6.205
C -1.697 0.001 6.541
C -1.088 -0.007 7.815
C -3.356 1.036 4.933
C -2.575 1.236 3.715
C -3.321 1.431 2.505
N -4.664 1.311 2.522
C -5.346 1.238 3.647
C -4.720 1.133 4.905
C -5.316 1.246 1.216
H -1.469 1.546 10.764
H 0.048 1.331 9.908
H -0.908 -0.113 10.509
H -2.778 2.514 9.183
H -3.989 2.441 7.066
H -1.327 -0.714 5.820
H -0.323 -0.699 8.133
H -1.510 1.086 3.618
H -2.785 1.546 1.574
H -6.409 1.104 3.511
H -5.260 0.808 5.782
H -4.765 0.568 0.565
H -5.302 2.212 0.712
H -6.338 0.866 1.241
C 6.904 8.733 2.916
N 5.587 8.196 2.474
C 5.542 6.984 1.854
C 4.333 6.473 1.418
C 3.177 7.232 1.509
C 3.230 8.446 2.178
C 4.448 8.957 2.665
C 1.895 6.652 1.040
C 1.630 5.325 1.357
C 0.378 4.758 1.002
N -0.547 5.485 0.306
C -0.343 6.768 0.027
C 0.835 7.377 0.404
C -1.834 4.785 0.001
H 7.558 7.964 3.327
H 6.679 9.487 3.671
H 7.260 9.228 2.012
H 6.467 6.430 1.795
H 4.276 5.535 0.885
H 2.323 9.013 2.330
H 4.616 9.982 2.961
H 2.445 4.737 1.754
H 0.254 3.710 1.236
H -1.183 7.330 -0.353
H 1.043 8.414 0.189
H -2.579 5.502 -0.342
H -2.103 4.405 0.986
H -1.683 3.885 -0.595
C -5.708 -0.029 -5.171
N -4.371 0.499 -4.689
C -3.463 0.878 -5.585
C -2.307 1.470 -5.115
C -2.053 1.716 -3.786
C -3.031 1.265 -2.875
C -4.256 0.769 -3.324
C -0.807 2.351 -3.329
C -0.157 2.021 -2.150
C 1.109 2.594 -1.875
N 1.629 3.440 -2.781
C 1.030 3.813 -3.925
C -0.173 3.294 -4.192
C 2.919 4.061 -2.452
H -6.114 0.708 -5.865
H -6.397 -0.118 -4.331
H -5.600 -1.023 -5.604
H -3.618 0.734 -6.644
H -1.508 1.633 -5.822
H -2.866 1.344 -1.811
H -5.022 0.510 -2.608
H -0.658 1.272 -1.555
H 1.709 2.320 -1.020
H 1.612 4.431 -4.593
H -0.621 3.659 -5.104
H 2.804 4.628 -1.529
H 3.315 4.696 -3.246
H 3.548 3.193 -2.258
C -6.718 -8.984 -2.586
N -6.246 -8.174 -1.345
C -4.870 -8.092 -1.284
C -4.235 -7.248 -0.374
C -5.038 -6.376 0.386
C -6.446 -6.600 0.390
C -7.028 -7.431 -0.555
C -4.387 -5.286 1.126
C -4.911 -4.823 2.305
C -4.211 -3.889 3.054
N -3.075 -3.353 2.630
C -2.575 -3.714 1.415
C -3.235 -4.661 0.637
C -2.377 -2.323 3.386
H -6.396 -10.013 -2.430
H -6.321 -8.522 -3.490
H -7.804 -8.901 -2.543
H -4.303 -8.639 -2.023
H -3.157 -7.184 -0.378
H -7.096 -5.950 0.956
H -8.073 -7.589 -0.777
H -5.800 -5.230 2.765
H -4.529 -3.542 4.025
H -1.707 -3.178 1.061
H -2.820 -4.836 -0.344
H -2.481 -1.409 2.801
H -1.348 -2.560 3.656
H -2.950 -2.095 4.285
C 1.789 -3.373 4.304
N 2.498 -3.509 3.045
C 3.496 -4.508 2.828
C 4.160 -4.546 1.600
C 3.670 -3.756 0.595
C 2.694 -2.803 0.816
C 2.197 -2.622 2.088
C 4.156 -4.020 -0.862
C 3.279 -3.951 -1.963
C 3.795 -4.209 -3.284
N 5.092 -4.341 -3.455
C 5.950 -4.328 -2.420
C 5.516 -4.151 -1.107
C 5.550 -4.542 -4.840
H 0.770 -2.991 4.244
H 2.360 -2.801 5.035
H 1.660 -4.320 4.829
H 3.670 -5.251 3.593
H 4.859 -5.308 1.287
H 2.288 -2.152 0.057
H 1.402 -1.932 2.327
H 2.215 -3.824 -1.831
H 3.197 -4.073 -4.173
H 6.968 -4.484 -2.745
H 6.221 -4.276 -0.298
H 6.586 -4.235 -4.985
H 4.939 -3.944 -5.515
H 5.434 -5.606 -5.049
C 5.568 0.959 -6.669
N 4.401 0.403 -5.944
C 3.944 1.026 -4.801
C 2.907 0.494 -4.148
C 2.156 -0.597 -4.706
C 2.624 -1.139 -5.862
C 3.768 -0.693 -6.504
C 0.937 -1.110 -4.103
C -0.205 -1.157 -4.862
C -1.401 -1.634 -4.301
N -1.444 -2.047 -3.024
C -0.382 -1.831 -2.194
C 0.837 -1.386 -2.770
C -2.679 -2.567 -2.501
H 5.923 1.760 -6.020
H 5.117 1.394 -7.560
H 6.314 0.188 -6.862
H 4.504 1.770 -4.253
H 2.538 0.933 -3.232
H 2.021 -1.895 -6.343
H 4.123 -0.978 -7.484
H -0.092 -0.934 -5.913
H -2.278 -1.867 -4.886
H -0.414 -2.143 -1.161
H 1.630 -1.433 -2.039
H -3.139 -1.701 -2.026
H -2.458 -3.282 -1.708
H -3.238 -3.177 -3.211
N 4.233 1.581 2.971
S 5.382 2.170 1.887
O 5.020 3.136 0.815
O 6.525 1.291 1.611
F 6.067 3.217 2.919
S 3.199 1.272 1.925
O 3.515 0.041 1.194
O 2.450 2.335 1.317
F 2.198 0.763 2.981
*
```

(2)
ORCA calculation (ωB97M-V/def2-TZVPD) on 14 unconnected molecules or ions with the total composition C73H177N11O14 at a distorted geometry.

Properties
electronic energy = -123617.0978 eV
HOMO energy = -8.26 eV

The geometry in ORCA input format:
```
! wB97M-V def2-TZVPD RIJCOSX def2/J DEFGRID3
* xyz 0 1
C 4.513 3.731 -4.960
C 5.073 2.664 -4.042
C 4.698 3.084 -2.629
C 4.543 1.905 -1.591
C 3.794 0.712 -2.119
C 4.315 0.244 -3.440
N 4.282 1.429 -4.370
O 4.600 0.990 -5.654
C 5.696 -0.465 -3.414
C 3.196 -0.773 -3.982
C 6.578 2.467 -4.304
H 4.961 3.594 -5.974
H 4.846 4.701 -4.642
H 3.428 3.582 -5.030
H 5.381 3.864 -2.330
H 3.694 3.475 -2.662
H 4.066 2.305 -0.686
H 5.475 1.611 -1.207
H 2.687 0.864 -2.201
H 4.005 -0.152 -1.434
H 6.302 0.032 -2.620
H 5.557 -1.476 -3.114
H 6.139 -0.380 -4.385
H 2.261 -0.296 -4.194
H 3.619 -1.144 -4.881
H 3.077 -1.641 -3.243
H 7.029 1.926 -3.441
H 7.171 3.322 -4.387
H 6.685 1.867 -5.218
H 4.012 1.403 -6.272
C 0.286 -6.179 -3.971
C -0.026 -4.654 -4.216
C -0.910 -4.461 -5.451
C -1.468 -3.039 -5.697
C -2.143 -2.536 -4.472
C -1.299 -2.688 -3.191
N -0.806 -4.130 -3.061
O -0.030 -4.264 -1.863
C -0.208 -1.641 -3.128
C -2.166 -2.558 -1.907
C 1.395 -4.062 -4.385
H 0.812 -6.161 -2.993
H 1.022 -6.544 -4.635
H -0.593 -6.789 -4.028
H -0.217 -4.734 -6.266
H -1.776 -5.112 -5.353
H -2.158 -2.935 -6.492
H -0.731 -2.338 -6.098
H -3.084 -3.074 -4.329
H -2.342 -1.418 -4.572
H -0.803 -0.736 -2.971
H 0.438 -1.860 -2.246
H 0.398 -1.619 -4.055
H -2.822 -1.714 -1.893
H -2.706 -3.403 -1.611
H -1.526 -2.350 -1.045
H 1.375 -3.015 -4.789
H 2.017 -4.601 -5.129
H 1.821 -4.121 -3.403
H -0.617 -4.774 -1.223
C 1.839 3.456 1.359
C 0.487 2.907 0.924
C 0.621 2.460 -0.540
C -0.593 1.677 -1.031
C -0.934 0.512 -0.149
C -0.946 0.789 1.356
N 0.267 1.625 1.699
O 0.107 1.947 3.130
C -2.329 1.487 1.837
C -0.916 -0.522 2.128
C -0.500 4.087 1.133
H 2.108 4.486 0.950
H 2.637 2.793 0.898
H 1.868 3.487 2.434
H 0.788 3.328 -1.181
H 1.444 1.754 -0.599
H -0.367 1.389 -2.040
H -1.476 2.325 -1.018
H -0.191 -0.291 -0.278
H -1.973 0.056 -0.320
H -2.985 0.671 2.072
H -2.148 2.145 2.648
H -2.723 2.054 0.977
H -1.555 -1.211 1.599
H 0.078 -0.906 2.170
H -1.282 -0.496 3.163
H -0.611 4.451 2.144
H -1.498 3.816 0.834
H -0.115 4.937 0.457
H 0.851 1.460 3.585
C 4.908 -0.097 4.788
C 3.493 0.080 4.126
C 2.821 -1.313 4.020
C 2.289 -1.846 5.359
C 1.288 -0.820 5.842
C 1.840 0.578 6.057
N 2.493 0.955 4.775
O 2.967 2.315 4.772
C 0.666 1.523 6.254
C 2.810 0.754 7.205
C 3.742 0.677 2.740
H 5.251 0.921 5.031
H 5.589 -0.454 4.041
H 4.985 -0.702 5.651
H 1.995 -1.415 3.287
H 3.561 -2.006 3.698
H 3.165 -1.896 5.998
H 1.890 -2.877 5.303
H 0.846 -1.088 6.817
H 0.491 -0.708 5.152
H 1.014 2.560 6.270
H -0.048 1.431 5.417
H 0.128 1.220 7.131
H 3.005 1.795 7.315
H 2.513 0.261 8.122
H 3.779 0.267 6.933
H 2.850 1.074 2.306
H 4.194 -0.049 2.106
H 4.409 1.590 2.935
H 3.923 2.224 4.778
C -2.635 -0.480 5.636
C -4.101 -0.765 5.569
C -4.840 -0.155 6.776
O -4.560 -0.391 4.301
H -2.158 -0.580 6.649
H -2.394 0.551 5.294
H -1.871 -1.099 5.150
H -4.353 -1.815 5.682
H -5.910 -0.425 6.805
H -4.823 0.921 6.852
H -4.456 -0.561 7.676
H -5.325 0.198 4.342
C -4.079 -4.990 0.459
C -3.337 -6.163 -0.050
C -3.729 -6.678 -1.394
O -1.929 -5.690 -0.170
H -4.065 -4.203 -0.359
H -3.480 -4.689 1.332
H -5.157 -5.131 0.598
H -3.393 -6.912 0.699
H -4.653 -7.284 -1.381
H -2.936 -7.378 -1.679
H -3.719 -5.893 -2.115
H -1.571 -5.560 0.731
C -2.757 6.892 -3.126
C -2.424 5.800 -4.119
C -1.524 6.296 -5.277
O -1.824 4.764 -3.426
H -3.454 7.574 -3.590
H -1.926 7.471 -2.842
H -3.269 6.516 -2.233
H -3.386 5.333 -4.418
H -1.084 5.376 -5.698
H -0.710 6.842 -4.704
H -2.134 6.974 -5.954
H -1.654 4.079 -4.116
C -4.150 1.401 -1.875
C -3.817 1.237 -3.376
C -4.542 0.103 -4.047
O -3.971 -0.016 -5.404
C -4.874 -0.419 -6.418
N -4.330 2.469 -3.988
H -3.528 2.203 -1.413
H -4.095 0.503 -1.213
H -5.174 1.720 -1.846
H -2.734 1.127 -3.545
H -5.601 0.357 -4.002
H -4.499 -0.825 -3.445
H -4.261 -0.621 -7.283
H -5.666 0.270 -6.678
H -5.373 -1.387 -6.085
H -3.970 3.378 -3.587
H -4.071 2.489 -4.974
C 0.553 2.219 -4.419
C 0.148 2.364 -5.850
C 0.472 1.017 -6.622
O 1.812 0.787 -6.848
C 2.046 -0.300 -7.695
N -1.365 2.697 -5.879
H 1.620 1.896 -4.307
H -0.097 1.416 -4.000
H 0.542 3.144 -3.773
H 0.650 3.162 -6.407
H -0.173 0.975 -7.523
H 0.093 0.144 -6.009
H 1.407 -0.531 -8.570
H 1.990 -1.192 -7.101
H 3.085 -0.307 -8.047
H -1.929 1.875 -5.512
H -1.652 2.819 -6.886
C -4.472 5.445 4.755
C -3.700 4.175 4.260
C -2.307 4.147 4.939
O -1.557 5.253 4.514
C -0.267 5.328 5.103
N -4.407 2.951 4.596
H -5.356 5.746 4.195
H -3.790 6.252 4.827
H -4.824 5.326 5.834
H -3.462 4.279 3.168
H -1.761 3.243 4.800
H -2.474 4.180 6.078
H -0.431 5.580 6.201
H 0.235 6.170 4.645
H 0.285 4.336 4.972
H -3.933 2.113 4.124
H -5.328 3.036 4.228
C 3.111 -3.401 0.014
C 3.353 -4.868 0.382
C 2.705 -5.692 -0.718
O 2.963 -7.065 -0.456
C 3.085 -7.940 -1.568
N 4.742 -5.090 0.618
H 2.072 -3.159 0.145
H 3.171 -3.307 -1.092
H 3.750 -2.698 0.636
H 2.905 -5.104 1.310
H 3.053 -5.279 -1.633
H 1.632 -5.553 -0.720
H 2.103 -8.281 -1.915
H 3.621 -8.857 -1.193
H 3.696 -7.499 -2.458
H 5.276 -4.664 -0.133
H 4.967 -6.052 0.573
C -9.143 1.709 2.878
C -7.736 1.073 2.677
C -6.744 1.721 1.820
O -6.509 3.012 2.327
C -5.901 3.842 1.341
N -7.108 0.860 4.041
H -9.233 2.262 3.821
H -9.908 0.868 2.800
H -9.536 2.489 2.187
H -7.959 0.070 2.236
H -7.094 1.710 0.802
H -5.851 1.102 1.813
H -6.607 4.126 0.610
H -5.031 3.341 0.900
H -5.469 4.647 1.885
H -7.679 0.258 4.572
H -7.123 1.777 4.507
C 7.748 3.166 0.563
C 7.101 3.106 1.971
C 5.852 3.867 2.131
O 5.493 3.909 3.487
C 4.724 5.084 3.735
N 7.201 1.679 2.384
H 7.579 4.117 0.169
H 7.243 2.463 -0.172
H 8.760 2.799 0.684
H 7.849 3.630 2.610
H 5.057 3.534 1.394
H 6.126 4.920 1.822
H 5.415 5.906 3.836
H 4.111 4.859 4.607
H 3.988 5.259 2.928
H 6.743 1.583 3.296
H 6.704 0.995 1.831
C -1.126 -8.357 1.903
C 0.021 -7.716 2.666
C 0.304 -6.254 2.225
O -0.865 -5.441 2.460
C -0.613 -4.050 2.385
N -0.212 -7.874 4.086
H -2.022 -7.764 2.131
H -1.302 -9.406 2.157
H -0.902 -8.353 0.852
H 0.963 -8.261 2.397
H 0.608 -6.220 1.182
H 1.125 -5.839 2.940
H 0.114 -3.764 3.175
H -1.513 -3.450 2.606
H -0.218 -3.702 1.428
H 0.481 -7.366 4.649
H -1.110 -7.459 4.281
*
```